Here is C3H3IN2O in the gas phase from the Open Molecules 2025 dataset. Energies are from the ωB97M-V functional and the def2-TZVPD basis.

Geometry (Å):
C: 0.9247 -0.7566 0.0826
C: 0.2291 0.4584 -0.2754
C: -1.2626 0.7610 0.3851
N: 0.3443 -1.5830 0.8345
N: 0.8630 1.2168 -1.0424
O: -1.5053 1.7858 0.9116
I: -2.6413 -0.7015 -0.2554
H: 1.8868 -0.7650 -0.2956
H: 0.7742 -2.4820 0.9605
H: 0.3871 2.0659 -1.3054

Forces on atoms 1 to 6 (eV/Å):
-3.2361 4.2320 -1.2304
-0.8177 -1.9659 1.5028
2.8610 0.7179 -1.3410
0.4215 -3.1681 2.5406
0.4484 2.3128 -1.7764
-0.3106 -0.5251 0.0991

Max |F| (eV/A): 5.47
⟨S²⟩: 2.02
2S+1: 3
ΔE to the lowest compared entry with this formula, charge and spin (kJ/mol): 127.52
HOMO energy (spin up / spin down) (hartree): -0.2443 / -0.3450
Gap between HOMO and LUMO (spin up / spin down) (Ha): 0.248 / 0.218
E_tot (eV): -16282.64357